This record from OMol25 describes a structure of composition C28H25AsNSSr. The level of theory is ωB97M-V/def2-TZVPD.

Structure (ORCA input):
```
! wB97M-V def2-TZVPD RIJCOSX def2/J DEFGRID3
* xyz 1 1
Sr -0.970 0.222 1.400
C -2.191 2.984 3.900
C -2.330 1.507 3.661
C -3.371 1.002 2.867
C -3.549 -0.371 2.680
C -4.716 -0.880 1.876
C -2.635 -1.260 3.263
C -1.575 -0.792 4.056
C -0.600 -1.743 4.690
C -1.434 0.595 4.238
H -2.555 3.564 3.053
H -1.158 3.262 4.105
H -2.786 3.269 4.769
H -4.077 1.684 2.405
H -5.576 -1.021 2.533
H -4.502 -1.843 1.414
H -5.011 -0.172 1.102
H -2.757 -2.326 3.106
H -0.935 -1.992 5.699
H 0.393 -1.302 4.765
H -0.526 -2.673 4.128
H -0.602 0.967 4.824
S 3.569 -1.239 2.716
C 2.272 -0.477 2.173
N 1.307 0.094 1.788
C -1.198 0.376 -6.056
C -1.783 1.210 -5.114
C -1.390 1.127 -3.788
C -0.401 0.224 -3.406
C 0.185 -0.611 -4.352
C -0.219 -0.532 -5.676
As 0.140 0.197 -1.553
C 1.301 -1.341 -1.394
C 0.922 -2.678 -1.383
C 1.893 -3.648 -1.192
C 3.217 -3.271 -0.993
C 3.588 -1.938 -0.997
C 2.627 -0.952 -1.208
C 2.870 0.501 -1.266
C 4.105 1.127 -1.127
C 4.194 2.505 -1.236
C 3.063 3.276 -1.485
C 1.824 2.667 -1.608
C 1.742 1.287 -1.501
H -1.506 0.433 -7.092
H -2.545 1.915 -5.420
H -1.847 1.766 -3.039
H 0.956 -1.310 -4.053
H 0.231 -1.177 -6.419
H -0.114 -2.947 -1.554
H 1.628 -4.697 -1.198
H 3.969 -4.030 -0.824
H 4.621 -1.668 -0.825
H 4.996 0.544 -0.933
H 5.157 2.986 -1.130
H 3.155 4.350 -1.581
H 0.933 3.250 -1.807
*
```

Summary:
- Frontier orbital gap: 7.1 eV
- E_LUMO: -3.376 eV

This record from OMol25 describes an isolated molecule of C5H8N2 at a distorted geometry. The level of theory is ωB97M-V/def2-TZVPD.

Structure (ORCA input):
```
! wB97M-V def2-TZVPD RIJCOSX def2/J DEFGRID3
* xyz 0 1
C -2.488 0.056 -0.190
N -1.210 -0.402 0.129
C -0.617 -0.819 1.231
N 0.756 -0.588 1.269
C 1.046 0.083 0.204
C 2.447 0.358 -0.222
C -0.194 0.347 -0.623
H -2.767 -0.242 -1.197
H -3.228 -0.131 0.565
H -0.895 1.223 -0.555
H -1.170 -1.202 2.074
H 3.117 0.250 0.635
H 2.753 -0.368 -0.986
H 2.551 1.358 -0.654
H -0.101 0.078 -1.681
*
```

Summary:
- Frontier orbital gap (spin up / spin down): 6.6 / 7.1 eV
- E_LUMO (spin up / spin down): 0.084 / 0.221 eV

This record from OMol25 describes a structure of composition C17H19AgClN5O7 at a distorted geometry. The level of theory is ωB97M-V/def2-TZVPD.

Structure (ORCA input):
```
! wB97M-V def2-TZVPD RIJCOSX def2/J DEFGRID3
* xyz -2 1
Ag 0.281 -0.315 0.551
C -1.096 -2.016 -3.542
C -1.024 -0.956 -2.423
O 0.128 -0.583 -2.090
C -2.230 -0.452 -1.951
C -2.357 0.578 -0.990
C -3.707 1.245 -0.795
N -1.320 1.019 -0.332
N -1.483 2.169 0.401
C -0.389 2.558 1.021
O 0.755 2.009 1.019
C -0.545 3.826 1.779
C -1.587 4.723 1.547
C -1.641 5.926 2.224
C -0.669 6.253 3.161
C 0.355 5.352 3.416
C 0.417 4.156 2.733
H -0.284 -2.733 -3.416
H -2.047 -2.544 -3.545
H -0.965 -1.527 -4.510
H -3.146 -0.832 -2.389
H -4.522 0.608 -1.133
H -3.827 1.477 0.260
H -3.740 2.184 -1.350
H -2.337 4.450 0.822
H -2.445 6.625 2.020
H -0.707 7.200 3.690
H 1.116 5.587 4.150
H 1.206 3.439 2.910
O 1.675 -2.812 4.019
Cl 1.812 -1.495 3.463
O 2.283 -0.630 4.508
O 2.771 -1.522 2.410
O 0.543 -1.041 3.004
C 0.838 -5.554 -1.207
N 1.437 -4.246 -1.212
C 2.381 -3.882 -2.113
C 2.856 -2.606 -2.129
C 2.357 -1.705 -1.151
N 1.457 -2.088 -0.262
C 0.884 -3.294 -0.301
O -0.075 -3.649 0.351
N 2.848 -0.448 -1.040
H 1.373 -6.205 -1.902
H -0.215 -5.477 -1.499
H 0.878 -5.965 -0.194
H 2.719 -4.651 -2.800
H 3.582 -2.290 -2.860
H 3.151 -0.001 -1.890
H 2.260 0.133 -0.433
*
```

Summary:
- Frontier orbital gap: 4.9 eV
- E_LUMO: 4.474 eV

This record from OMol25 describes a cluster of 2 separate species, C6H12O in total at a distorted geometry. The level of theory is ωB97M-V/def2-TZVPD.

Structure (ORCA input):
```
! wB97M-V def2-TZVPD RIJCOSX def2/J DEFGRID3
* xyz 0 1
C -3.009 0.386 1.187
C -1.941 -0.244 1.681
C -0.535 -0.012 1.237
C 0.109 -1.116 0.391
C 1.409 -1.354 0.519
C -0.666 -1.373 -0.882
H -2.735 1.172 0.486
H -4.008 0.333 1.588
H -2.085 -1.038 2.413
H -0.461 0.978 0.772
H 0.151 0.122 2.085
H 1.785 -2.137 -0.132
H 2.106 -0.930 1.221
H -0.140 -2.127 -1.473
H -1.709 -1.649 -0.740
H -0.755 -0.516 -1.554
O 3.655 2.733 -2.995
H 3.856 3.648 -3.211
H 2.755 2.664 -2.663
*
```

Summary:
- Frontier orbital gap: 10.1 eV
- SMILES: C=CCC(=C)C.O
- E_LUMO: 0.623 eV

This record from OMol25 describes a structure of composition C22H34CeClF5N3O4 at a distorted geometry. The level of theory is ωB97M-V/def2-TZVPD.

Structure (ORCA input):
```
! wB97M-V def2-TZVPD RIJCOSX def2/J DEFGRID3
* xyz 0 2
O 0.286 2.281 -1.265
C 1.538 1.984 -0.982
C 2.303 1.630 -2.246
C 1.707 0.876 -3.268
H 0.749 0.393 -3.089
C 2.304 0.810 -4.523
H 1.829 0.239 -5.323
C 3.506 1.490 -4.762
H 4.007 1.439 -5.731
C 4.094 2.239 -3.732
H 5.037 2.795 -3.896
C 3.495 2.313 -2.473
H 3.906 2.906 -1.663
H 2.033 2.877 -0.518
C 2.505 1.497 1.657
C 2.156 0.750 0.399
H 3.573 1.680 1.702
H 2.248 0.935 2.565
H 2.035 2.470 1.682
C 2.878 -0.317 -0.085
C 4.060 -0.941 0.614
H 2.763 -0.666 -1.126
H 5.076 -0.728 0.249
H 4.001 -2.031 0.605
H 4.089 -0.664 1.667
Ce 0.418 -0.661 1.041
Cl 1.813 -1.754 2.941
C -1.197 -3.290 1.866
O -1.411 -2.037 1.685
N -2.033 -4.089 2.479
C -3.193 -3.550 3.185
C -1.726 -5.499 2.694
H -0.257 -3.721 1.483
H -3.322 -2.523 2.836
H -3.051 -3.564 4.271
H -4.080 -4.144 2.971
H -1.022 -5.873 1.941
H -2.654 -6.075 2.631
H -1.287 -5.661 3.689
H -3.040 2.036 -4.025
H -4.259 0.074 -3.424
C -2.146 1.709 -3.480
C -3.406 -0.325 -2.849
N -2.545 0.770 -2.440
H -1.629 2.572 -3.050
C -2.102 0.891 -1.169
O -1.856 -0.035 -0.371
H -3.762 -0.847 -1.951
H -1.911 1.946 -0.905
H -1.472 1.199 -4.184
H -2.870 -1.028 -3.510
H -1.999 2.432 5.127
H -2.745 4.540 3.593
C -1.036 2.598 4.624
C -1.752 4.446 3.142
N -1.255 3.079 3.260
H -0.463 1.664 4.588
C -0.982 2.344 2.187
O -0.381 1.222 2.210
H -1.809 4.726 2.082
H -1.307 2.790 1.230
H -0.491 3.362 5.191
H -1.078 5.136 3.658
F 1.384 -2.625 -1.609
C 0.083 -2.216 -1.397
F -0.238 -1.372 -2.452
C -0.819 -3.426 -1.532
F -0.372 -4.415 -0.704
F -2.105 -3.135 -1.224
F -0.816 -3.932 -2.792
*
```

Summary:
- Frontier orbital gap (spin up / spin down): 7.5 / 7.5 eV
- E_LUMO (spin up / spin down): 0.143 / 0.144 eV

This record from OMol25 describes a structure of composition C23H33As2N3ReS4Si2 at a distorted geometry. The level of theory is ωB97M-V/def2-TZVPD.

Structure (ORCA input):
```
! wB97M-V def2-TZVPD RIJCOSX def2/J DEFGRID3
* xyz 3 1
Re 0.858 -0.425 0.634
C -1.799 3.898 -0.918
C -0.352 3.856 -0.525
C 0.205 4.958 0.136
C 1.538 4.947 0.468
C 2.299 3.839 0.109
C 1.684 2.783 -0.544
N 0.373 2.783 -0.842
C 2.579 1.673 -1.007
C 3.708 2.041 -1.729
C 4.644 1.095 -2.095
C 4.417 -0.229 -1.765
C 3.252 -0.558 -1.101
N 2.356 0.374 -0.706
C 2.892 -1.960 -0.817
C 3.762 -3.011 -1.008
C 3.291 -4.304 -0.842
C 1.963 -4.504 -0.528
C 1.130 -3.421 -0.298
C -0.321 -3.671 -0.040
N 1.613 -2.150 -0.383
H -1.939 4.564 -1.773
H -2.174 2.921 -1.206
H -2.414 4.291 -0.108
H -0.424 5.807 0.374
H 1.989 5.785 0.983
H 3.355 3.797 0.336
H 3.840 3.079 -1.995
H 5.534 1.382 -2.640
H 5.124 -0.988 -2.061
H 4.792 -2.847 -1.284
H 3.954 -5.148 -0.982
H 1.553 -5.502 -0.447
H -0.452 -4.513 0.640
H -0.837 -2.799 0.348
H -0.798 -3.943 -0.985
S 1.402 -0.234 5.942
As 1.328 -0.381 3.758
S 1.530 1.145 2.192
S 0.282 -1.800 2.490
S 3.089 -1.036 4.839
C -0.324 -0.600 -3.415
Si -1.900 -0.322 -2.492
C -2.933 1.094 -3.036
C -2.856 -1.836 -2.017
As -0.910 0.477 -0.235
Si -3.080 -0.493 3.263
C -2.043 0.560 4.342
C -3.285 -2.289 3.527
C -4.118 0.321 2.005
H -0.565 -1.057 -4.381
H 0.349 -1.274 -2.886
H 0.194 0.340 -3.609
H -3.496 0.731 -3.906
H -2.346 1.953 -3.357
H -3.666 1.400 -2.290
H -3.918 -1.675 -2.213
H -2.759 -2.127 -0.973
H -2.526 -2.682 -2.625
H -1.298 1.084 3.732
H -1.561 0.008 5.148
H -2.680 1.342 4.773
H -2.575 -2.840 2.899
H -4.292 -2.597 3.237
H -3.090 -2.577 4.561
H -3.722 1.275 1.658
H -5.077 0.528 2.507
H -4.348 -0.335 1.164
*
```

Summary:
- Frontier orbital gap: 6.5 eV
- E_LUMO: -9.660 eV

This record from OMol25 describes a structure of composition C30H30Cl3N3O5PPt. The level of theory is ωB97M-V/def2-TZVPD.

Structure (ORCA input):
```
! wB97M-V def2-TZVPD RIJCOSX def2/J DEFGRID3
* xyz -1 3
Pt 1.100 0.107 -0.594
N 6.426 -6.521 5.205
C 5.830 -5.786 4.550
C 5.088 -4.869 3.732
C 5.099 -3.504 4.019
C 4.386 -2.627 3.225
C 3.642 -3.078 2.127
C 3.642 -4.452 1.858
C 4.353 -5.338 2.644
C 2.886 -2.135 1.287
C 1.508 -2.388 1.069
C 0.719 -3.410 1.614
C -0.593 -3.237 1.138
C -0.589 -2.123 0.334
N 0.684 -1.613 0.275
C 3.584 -1.019 0.748
C 4.960 -0.752 0.827
C 5.197 0.443 0.136
C 3.981 0.865 -0.359
N 3.002 -0.018 0.000
H 5.660 -3.141 4.870
H 4.385 -1.569 3.453
H 3.082 -4.815 1.006
H 4.353 -6.396 2.415
H 1.066 -4.172 2.291
H -1.455 -3.844 1.363
H -1.395 -1.638 -0.184
H 5.690 -1.375 1.316
H 6.141 0.948 0.001
H 3.762 1.747 -0.931
Cl 0.379 7.263 -0.587
C 0.481 5.578 -0.151
C 0.880 4.649 -1.089
C 0.940 3.328 -0.705
Cl 1.447 2.144 -1.899
C 0.600 2.838 0.565
O 0.615 1.590 0.913
C 0.227 3.849 1.482
Cl -0.149 3.369 3.104
C 0.159 5.184 1.139
H 1.117 4.943 -2.102
H -0.140 5.913 1.878
C -4.867 0.721 0.431
C -3.778 1.786 0.420
C -4.168 2.956 -0.474
C -3.476 2.273 1.828
O -2.556 1.137 -0.012
P -1.937 1.116 -1.472
O -1.650 2.449 -2.033
O -0.784 0.109 -1.387
O -3.096 0.340 -2.275
C -2.941 -0.247 -3.589
C -2.460 -1.681 -3.409
C -4.341 -0.218 -4.185
C -1.977 0.548 -4.461
H -5.798 1.138 0.821
H -4.563 -0.114 1.064
H -5.040 0.349 -0.579
H -5.054 3.434 -0.052
H -4.398 2.622 -1.486
H -3.360 3.683 -0.537
H -4.371 2.705 2.280
H -2.693 3.032 1.802
H -3.126 1.446 2.445
H -3.154 -2.229 -2.768
H -1.475 -1.695 -2.944
H -2.407 -2.186 -4.376
H -5.036 -0.750 -3.533
H -4.347 -0.693 -5.167
H -4.683 0.813 -4.290
H -0.966 0.516 -4.055
H -2.284 1.591 -4.525
H -1.962 0.112 -5.463
*
```

Summary:
- Frontier orbital gap (spin up / spin down): 5.7 / 6.1 eV
- E_LUMO (spin up / spin down): 2.396 / 0.997 eV

This record from OMol25 describes an isolated molecule of C2H2N2S at a distorted geometry. The level of theory is ωB97M-V/def2-TZVPD.

Structure (ORCA input):
```
! wB97M-V def2-TZVPD RIJCOSX def2/J DEFGRID3
* xyz 0 1
C -1.134 0.307 0.537
C 1.088 0.000 -0.728
N -0.875 1.450 0.281
N -0.956 -0.873 0.333
S 0.926 1.463 -0.385
H 1.955 -0.610 -0.957
H -1.003 -1.736 0.918
*
```

Summary:
- Frontier orbital gap: 8.8 eV
- E_LUMO: -0.355 eV

This record from OMol25 describes a structure of composition C27H25N2O2STaTe at a distorted geometry. The level of theory is ωB97M-V/def2-TZVPD.

Structure (ORCA input):
```
! wB97M-V def2-TZVPD RIJCOSX def2/J DEFGRID3
* xyz 2 1
Ta -0.630 -0.054 -0.258
O -0.994 0.393 1.456
C -1.692 0.186 2.561
C -1.973 1.198 3.480
C -2.735 0.934 4.604
C -3.221 -0.348 4.848
C -2.965 -1.360 3.952
C -2.216 -1.119 2.783
C -2.099 -2.141 1.802
N -1.541 -2.017 0.639
C -1.732 -3.103 -0.312
C -0.707 -2.957 -1.437
N -0.780 -1.594 -1.933
C -0.923 -1.375 -3.199
C -0.939 -0.085 -3.806
C -1.068 0.019 -5.202
C -1.049 1.246 -5.827
C -0.913 2.407 -5.070
C -0.802 2.344 -3.693
C -0.809 1.112 -3.042
O -0.687 1.009 -1.724
H -1.598 2.192 3.304
H -2.954 1.735 5.296
H -3.805 -0.544 5.733
H -3.349 -2.352 4.132
H -2.590 -3.085 2.053
H -2.748 -3.024 -0.726
H -1.627 -4.084 0.162
H -0.892 -3.703 -2.216
H 0.303 -3.121 -1.030
H -1.008 -2.227 -3.878
H -1.168 -0.886 -5.779
H -1.128 1.307 -6.899
H -0.895 3.367 -5.562
H -0.715 3.246 -3.106
C 3.285 2.375 2.533
C 2.197 2.712 1.569
C 0.876 2.822 1.992
C -0.120 3.210 1.107
C 0.187 3.488 -0.221
C 1.500 3.378 -0.658
C 2.492 2.988 0.231
H 3.606 3.282 3.044
H 4.145 1.960 2.016
H 2.948 1.676 3.294
H 0.644 2.651 3.033
H -1.131 3.374 1.457
H -0.586 3.870 -0.874
H 1.766 3.644 -1.672
H 3.520 2.950 -0.104
Te 2.041 -0.101 -0.708
C 2.656 -2.015 -0.012
C 3.281 -2.961 -0.791
C 3.752 -4.055 -0.043
C 3.499 -3.929 1.288
S 2.698 -2.464 1.672
H 3.394 -2.860 -1.857
H 4.264 -4.895 -0.475
H 3.736 -4.617 2.074
*
```

Summary:
- Frontier orbital gap (spin up / spin down): 5.5 / 5.5 eV
- E_LUMO (spin up / spin down): -8.024 / -8.025 eV

This record from OMol25 describes a cluster of 3 separate species, C16H20O13P2 in total at a distorted geometry. The level of theory is ωB97M-V/def2-TZVPD.

Structure (ORCA input):
```
! wB97M-V def2-TZVPD RIJCOSX def2/J DEFGRID3
* xyz 0 1
O -6.205 -5.652 -1.164
C -6.584 -4.495 -1.215
C -5.677 -3.365 -1.347
C -6.155 -2.113 -1.381
O -5.353 -1.059 -1.503
C -7.625 -1.833 -1.282
O -8.008 -0.678 -1.300
C -8.535 -2.968 -1.173
C -8.055 -4.216 -1.143
O -8.855 -5.281 -1.046
H -4.620 -3.581 -1.414
H -5.942 -0.280 -1.499
H -9.594 -2.755 -1.120
H -8.260 -6.057 -1.043
O 6.198 1.007 0.695
C 6.355 0.850 1.893
C 5.424 1.365 2.888
C 5.658 1.175 4.192
O 4.830 1.628 5.132
C 6.873 0.440 4.674
O 7.046 0.313 5.870
C 7.792 -0.095 3.675
C 7.555 0.092 2.372
O 8.372 -0.384 1.429
H 4.553 1.895 2.528
H 5.226 1.363 5.985
H 8.655 -0.638 4.034
H 7.979 -0.113 0.577
C 3.676 0.207 -0.834
O 2.457 0.951 -0.711
C 2.513 2.228 -1.306
C 1.150 2.473 -1.992
O 0.148 2.337 -0.990
C -0.927 3.260 -1.161
P -2.573 2.618 -0.601
P -2.733 0.496 -1.001
O -3.280 -0.134 0.190
O -1.387 -0.195 -1.558
O -3.823 0.308 -2.197
H 3.920 -0.185 0.164
H 3.489 -0.629 -1.524
H 4.530 0.823 -1.135
H 3.332 2.355 -2.030
H 2.619 3.041 -0.560
H 1.135 3.440 -2.516
H 1.022 1.654 -2.722
H -1.010 3.609 -2.201
H -0.689 4.158 -0.558
H -2.591 2.717 0.815
H -0.701 -0.232 -0.872
H -3.325 0.136 -3.015
*
```

Summary:
- Frontier orbital gap: 7.3 eV
- SMILES: O=C1C=C(O)C(=O)C=C1O.O=C1C=C(O)C(=O)C=C1O.COCCOCPP(=O)(O)O
- E_LUMO: -1.714 eV